Density functional theory data (ωB97M-V/def2-TZVPD) for the molecule C11H17NS at a distorted geometry.

Each line ends with the Löwdin charge.
Element x y z (Å)
S 1.33 -0.66 -2.52  1.011
C 0.76 -2.03 -3.40  -0.435
C -0.32 -2.67 -2.83  -0.164
C -0.68 -2.00 -1.59  -0.123
C 0.14 -0.91 -1.23  -0.447
N -1.55 1.37 -1.48  0.022
C -1.49 0.70 -0.20  -0.230
C 1.04 1.00 2.62  -0.198
C 1.06 1.85 1.37  -0.214
C -0.23 0.08 2.59  -0.173
C 1.06 1.04 0.09  -0.178
C -0.20 -0.76 1.30  -0.153
C -0.12 0.02 -0.02  -0.445
H 1.24 -2.36 -4.30  0.054
H -0.79 -3.56 -3.29  0.104
H -1.56 -2.33 -1.02  0.113
H -1.13 0.80 -2.19  0.037
H -1.08 2.28 -1.39  0.079
H -1.59 1.48 0.54  0.104
H -2.28 -0.02 -0.11  0.114
H 1.02 1.63 3.53  0.109
H 1.97 0.45 2.69  0.105
H 0.18 2.53 1.33  0.116
H 1.95 2.51 1.39  0.118
H -0.25 -0.57 3.49  0.113
H -1.12 0.71 2.68  0.107
H 2.00 0.48 0.04  0.114
H 0.99 1.73 -0.77  0.106
H -1.06 -1.43 1.29  0.114
H 0.71 -1.35 1.37  0.120

Gap between HOMO and LUMO, eV: 9.47
Charge: 0
Energy relative to the best compared isomer or geometry (same formula, charge and spin), eV: 0.000
Largest force on an atom, eV/Å: 1.80
DFT total energy, eV: -24008.0201
Lowest unoccupied orbital energy, Eh: 0.0283